# 1
Molecular formula: C3H16O4
Method: DFT, ωB97M-V with the def2-TZVPD basis set

The geometry in XYZ format:
```
23
Properties=species:S:1:pos:R:3:forces:R:3:lowdin_charge:R:1
C 3.14781 3.49283 1.39683 0.8966 0.2379 5.7292 -0.14
C 2.05764 4.52990 1.56216 0.3155 1.1456 0.0012 -0.31
C 2.72208 5.84377 1.03694 -2.9692 -1.7017 -2.5292 -0.12
H 4.07718 4.07686 1.54506 -0.0443 -0.5722 0.5227 0.06
H 3.15096 2.66783 2.24029 -0.0766 1.3141 -2.0184 0.11
H 3.33551 3.15540 0.46519 -0.3251 -1.6272 -3.1748 0.02
H 1.20768 4.26548 0.99353 -1.0198 -0.2045 -0.9513 0.07
H 1.61122 4.70342 2.57087 0.9712 -0.4021 -0.3696 0.11
H 2.04771 6.68272 1.10889 -0.2642 0.3635 -0.3480 0.06
H 3.03432 5.63806 -0.05319 -0.1764 0.6999 1.7440 0.11
H 3.48249 6.00637 1.68961 2.6922 0.7465 1.3943 0.02
H -0.78429 -5.71835 1.94092 -0.5073 0.0593 -0.4968 0.04
H -0.55014 -7.13340 1.55108 -1.1891 0.9882 -0.7590 0.06
O -1.11903 -6.35319 1.27934 1.7685 -1.0514 1.2174 -0.09
H 0.64579 -5.91010 -1.08665 -0.7350 0.3862 0.6540 0.00
H 1.61550 -6.67105 -1.87645 -0.2041 0.6626 -0.4965 0.05
O 1.07490 -5.85684 -1.93336 0.8664 -1.0438 -0.1214 -0.06
H -4.44369 -3.60117 -3.43619 -0.2933 -0.8144 -0.8385 0.04
H -4.05135 -2.40527 -2.70254 0.0483 -0.2286 0.3500 0.05
O -4.45511 -3.27419 -2.54896 0.7386 0.7623 0.4047 -0.04
H -5.69741 -2.09565 -1.71402 0.3135 -0.8148 0.0598 -0.03
H -5.78567 -0.62985 -2.11303 -0.3842 -0.3163 0.1572 0.04
O -6.32409 -1.41357 -1.91630 -0.4222 1.4108 -0.1309 -0.06
```
Forces are in eV/Å.

Calculated values
SMILES: CCC.O.O.O.O
Orbital gap in eV: 11.47
LUMO energy in eV: 0.51
Highest occupied orbital energy in eV: -10.958
Energy above the lowest of the compared OMol25 structures with the same formula, charge and spin in kcal/mol: 40.2



# 2
Molecular formula: C7H6NO4S
Method: DFT, ωB97M-V with the def2-TZVPD basis set

The geometry in XYZ format:
```
19
Properties=species:S:1:pos:R:3:forces:R:3:lowdin_charge:R:1
C 0.69429 -1.60522 -0.83097 -0.7647 0.9617 1.4749 -0.11
C 0.89595 -0.50069 -1.55497 0.5842 -0.5985 -1.4070 -0.13
C -0.06675 -1.40363 0.40666 -0.1741 -1.0106 -1.1103 -0.12
C 0.62467 0.79924 -1.05033 -0.2845 2.4512 -2.4748 -0.21
C -0.26206 2.80161 0.18273 -1.7536 -1.1302 0.1902 -0.54
C 0.07190 -0.45340 1.34849 -1.0033 -1.6500 0.7473 -0.16
C -0.47013 1.36324 -0.45233 1.1685 1.8097 -0.0601 -0.71
N 1.19011 0.37377 1.62220 3.3378 -1.6809 -0.3709 -0.30
O 0.48987 3.62270 -0.20634 1.3346 1.1733 -0.5701 0.10
O -1.13535 3.08296 1.22846 2.0676 0.2796 -1.1291 0.00
O 1.36115 0.66437 2.83761 -0.1646 0.4540 -2.2175 0.01
O 2.08147 0.48202 0.68774 -2.1693 0.2195 4.0359 0.02
S -2.01607 0.82332 -0.17976 -1.7685 -1.1158 -0.1220 0.64
H 0.94221 -2.58561 -1.13162 0.0608 -0.9287 -0.5260 0.07
H 1.40254 -0.61982 -2.55458 -0.4302 0.3553 1.0600 0.12
H -1.01018 -2.04649 0.38930 1.2972 1.0071 0.7690 0.13
H 1.35875 1.52756 -1.48221 -0.5171 -0.3401 1.0154 0.13
H -0.71802 -0.45141 2.08315 0.4344 0.5251 0.3513 0.11
H -1.54114 2.22208 1.33122 -1.2552 -0.7817 0.3437 -0.03
```
Forces are in eV/Å.

Calculated values
SMILES: O=C(O)C(=S)/C=C\C=C/C=[N+]([O-])[O-]
Orbital gap in eV: 5.87
Net charge: -1
LUMO energy in eV: 2.40
Highest occupied orbital energy in eV: -3.466
Energy above the lowest of the compared OMol25 structures with the same formula, charge and spin in kcal/mol: 81.0



# 3
Molecular formula: C24H28N4O2S3V
Method: DFT, ωB97M-V with the def2-TZVPD basis set

The geometry in XYZ format:
```
62
Properties=species:S:1:pos:R:3:forces:R:3:lowdin_charge:R:1
V 0.30177 -1.31056 -0.70565 -0.5479 0.9282 0.1531 0.86
C -1.89245 -4.97548 -0.88931 0.0000 -0.0198 0.0615 0.05
C -1.45844 -3.57945 -0.64446 -0.2189 0.2117 -0.0577 -0.18
N -0.24119 -3.21468 -0.40338 -0.1325 -0.8329 0.2190 -0.08
N 0.78719 -4.16122 -0.52560 -0.1626 0.3319 -0.2679 0.05
C 1.58623 -3.94567 -1.59732 -0.1360 0.0558 0.1412 -0.71
N 2.49936 -4.83237 -1.90636 0.1436 -0.0618 -0.1338 0.19
S 1.36815 -2.50261 -2.52441 -0.0421 -0.2139 -0.0720 0.81
C -2.36727 -2.42226 -0.86490 0.4370 0.0020 0.0533 -0.18
C -3.73505 -2.48209 -0.85396 -0.2948 -0.0209 -0.0045 0.06
C -4.45483 -1.32204 -1.15876 -0.1260 -0.1508 0.0352 0.04
C -3.77535 -0.16568 -1.47306 -0.0476 0.1117 -0.0332 0.02
C -2.38776 -0.17635 -1.45455 0.1659 -0.2507 0.0485 -0.05
N -1.69706 -1.27601 -1.15135 -0.8390 -0.1023 -0.3165 -0.02
H -1.44235 -5.68954 -0.20166 0.0126 0.0082 0.0143 0.11
H -1.59041 -5.24119 -1.91015 -0.0098 -0.0172 0.0200 0.13
H -2.97142 -5.08019 -0.83150 0.0089 0.0022 -0.0049 0.10
H 0.71981 -5.04347 -0.03556 0.0242 -0.0059 0.0353 0.18
H 2.60999 -5.70823 -1.41333 0.0154 0.0072 0.0021 0.15
H 3.11394 -4.66289 -2.69075 0.0021 -0.0197 0.0095 0.14
H -4.25263 -3.39996 -0.61152 -0.0151 0.0420 -0.0122 0.14
H -5.53806 -1.34013 -1.15588 0.0480 -0.0100 0.0043 0.14
H -4.30267 0.74236 -1.73050 0.0016 -0.0073 0.0022 0.14
H -1.81437 0.71354 -1.68795 0.0253 -0.0043 0.0060 0.12
O -0.45405 -0.24752 0.91242 0.1898 -0.2825 -0.3644 -0.61
S -0.46768 0.00581 2.43784 -0.0200 -0.3382 -0.0662 1.12
C 1.26561 0.11145 2.89200 0.1490 -0.0497 -0.1376 -0.29
C 2.02360 1.14944 2.06529 0.0755 -0.0800 0.0328 -0.22
C 3.43929 0.67948 1.69755 0.0388 0.0695 -0.0171 -0.19
C 3.87807 1.08563 0.29304 0.0161 -0.0188 0.0596 -0.26
S 2.91090 0.25783 -1.00416 -0.1514 -0.3855 0.2131 1.16
O 1.95436 -0.71822 -0.18120 1.6509 0.5575 0.3176 -0.65
C 1.80146 1.46472 -1.65624 -0.0046 0.0367 -0.0887 -0.40
C 1.24854 1.10527 -2.89031 -0.0509 0.1194 -0.0134 -0.10
C 0.32705 1.95150 -3.49178 -0.0104 0.0423 0.0263 -0.04
C -0.00669 3.15317 -2.87472 0.0123 -0.0139 0.0171 -0.02
C 0.57218 3.51021 -1.65906 -0.0375 0.0375 -0.0568 -0.03
C 1.48218 2.66960 -1.03796 -0.1338 0.0058 -0.0412 -0.06
C -0.91886 1.69856 2.59449 -0.1982 0.1530 -0.0491 -0.41
C -1.18002 2.46151 1.46895 0.0160 0.1702 0.0781 -0.08
C -1.55085 3.78911 1.64609 0.0066 -0.0240 -0.0040 -0.05
C -1.66035 4.31969 2.92431 0.0155 0.0022 0.0127 -0.03
C -1.40309 3.53000 4.04046 -0.0047 0.0470 0.0291 -0.03
C -1.03679 2.20322 3.88438 -0.0405 0.0274 0.0163 -0.06
H 1.62188 -0.90446 2.70760 0.1026 -0.0074 0.0650 0.10
H 1.29047 0.27918 3.97038 -0.0168 0.0173 -0.0178 0.12
H 2.05184 2.10295 2.59230 0.0216 -0.0112 0.0284 0.14
H 1.45315 1.32498 1.15377 -0.0281 -0.0206 0.0441 0.06
H 3.52086 -0.40347 1.78140 0.0033 -0.0188 0.0156 0.11
H 4.18341 1.08882 2.38148 -0.0021 0.0234 0.0142 0.14
H 4.89776 0.76397 0.08140 0.0235 0.0252 0.0556 0.11
H 3.81619 2.15579 0.09875 0.0255 -0.0148 0.0333 0.11
H 1.58260 0.21576 -3.41106 0.0387 -0.0368 0.0126 0.09
H -0.08798 1.69632 -4.45920 0.0167 0.0248 0.0393 0.13
H -0.69850 3.83141 -3.35910 0.0236 -0.0167 0.0161 0.13
H 0.32776 4.45837 -1.19675 0.0038 -0.0185 -0.0394 0.13
H 1.91829 2.96688 -0.09457 0.0085 0.0136 -0.0609 0.11
H -1.08853 2.03079 0.48121 -0.0213 -0.0013 0.0134 0.09
H -1.76481 4.40942 0.78520 -0.0127 -0.0041 0.0126 0.11
H -1.95635 5.35245 3.05542 0.0064 -0.0281 -0.0008 0.13
H -1.49900 3.94504 5.03551 -0.0026 -0.0072 -0.0400 0.13
H -0.85899 1.58153 4.75674 -0.0216 0.0219 -0.0582 0.13
```
Forces are in eV/Å.

Calculated values
Orbital gap (spin up / spin down) in eV: 6.60 / 6.93
Net charge: +3
LUMO energy (spin up / spin down) in eV: -10.23 / -9.91
<S²>: 2.013
Highest occupied orbital energy (spin up / spin down) in eV: -16.828 / -16.837
Spin multiplicity: 3
Energy above the lowest of the compared OMol25 structures with the same formula, charge and spin in kcal/mol: 34.0



# 4
Molecular formula: C25H28N4O2
Method: DFT, ωB97M-V with the def2-TZVPD basis set

The geometry in XYZ format:
```
59
Properties=species:S:1:pos:R:3:forces:R:3:lowdin_charge:R:1
C -4.89898 -0.33977 -1.90365 0.0141 -0.0307 -0.0519 -0.02
C -4.91054 -0.97968 -0.54915 0.1197 -0.0054 0.0506 -0.22
C -6.10060 -1.21844 0.12444 0.0333 0.0014 0.0081 -0.04
C -6.10626 -1.80973 1.37570 -0.0468 -0.0162 0.0608 -0.08
C -4.91332 -2.17377 1.97560 -0.0039 -0.0338 0.0816 -0.08
C -3.71792 -1.93755 1.32065 0.0173 0.0672 -0.1223 -0.03
C -3.71099 -1.33738 0.06804 -0.2619 -0.2761 0.0293 -0.13
C -2.40868 -1.16971 -0.65529 0.0296 -0.0061 0.1054 -0.43
O -2.07147 -1.93073 -1.54645 -0.1090 -0.2159 -0.2208 0.07
N -1.62222 -0.15407 -0.23528 0.1470 0.0511 0.0278 -0.03
C -1.98989 0.85641 0.72743 -0.2831 0.3350 0.3283 -0.13
H -2.97624 0.63166 1.13438 0.1466 0.0388 -0.0124 0.12
C -1.99781 2.24734 0.08369 0.2349 -0.0314 0.1898 -0.11
H -2.18035 2.98825 0.86223 -0.0573 0.0167 -0.0145 0.12
H -2.80452 2.30650 -0.65014 -0.0241 0.0133 -0.0148 0.11
C -0.66698 2.54740 -0.61310 -0.2457 -0.0158 0.0322 -0.22
C 0.46424 2.69245 0.40620 -0.2881 0.2953 -0.6051 -0.46
O 0.32414 2.53039 1.60022 0.0012 -0.1229 0.4414 0.08
N 1.65276 3.04089 -0.14106 0.3508 0.3367 -0.0710 0.11
H 1.73561 3.09089 -1.14456 -0.1180 -0.0534 0.0386 0.14
C 2.89829 2.85815 0.59694 0.0079 -0.0046 0.0845 -0.32
C 3.26482 1.39195 0.49196 0.0129 0.0068 0.1782 -0.18
C 2.88443 0.52385 1.50946 0.0546 0.0742 -0.0876 -0.02
C 3.08113 -0.83828 1.39245 0.0973 -0.2128 -0.1404 0.00
C 3.66444 -1.36226 0.24261 -0.1087 0.7650 0.1009 -0.20
C 4.05122 -0.50012 -0.77876 -0.0488 -0.1875 0.0337 0.00
C 3.84692 0.86048 -0.65258 0.0365 0.0445 0.1676 -0.02
H 4.14270 1.50707 -1.46498 0.0458 0.0807 -0.1026 0.11
H 4.49068 -0.89998 -1.67979 0.0117 -0.0525 -0.0941 0.11
N 3.86231 -2.74012 0.11291 0.1242 -0.4723 -0.0729 -0.03
C 4.90158 -3.36840 -0.50574 0.1624 0.0418 -0.0501 -0.17
N 4.80663 -4.66224 -0.43548 0.4333 -0.2222 -0.3156 0.06
C 3.65461 -4.91183 0.24460 -0.2250 0.1739 0.2021 -0.15
C 3.05975 -3.73982 0.60281 -0.2154 -0.3099 0.0977 -0.06
H 2.14158 -3.53788 1.11381 -0.1757 0.0874 0.0848 0.11
H 3.33184 -5.91582 0.43206 -0.1575 -0.1624 0.0817 0.09
H 5.71496 -2.84040 -0.96151 0.1323 0.2334 -0.0670 0.12
H 2.78964 -1.49756 2.19562 0.0062 -0.0792 0.0773 0.11
H 2.41658 0.92163 2.39718 -0.0554 0.0561 0.0856 0.12
C 3.96199 3.81779 0.08423 -0.1925 -0.1118 0.1702 -0.04
H 4.12847 3.69090 -0.98292 0.0752 0.0057 -0.1365 0.07
H 4.89898 3.64013 0.60482 0.1108 -0.0001 -0.0069 0.09
H 3.65086 4.84397 0.26239 -0.0165 0.0844 -0.0176 0.08
H 2.66505 3.08811 1.64174 0.0821 -0.0588 -0.1776 0.15
C -0.35743 1.41387 -1.60226 0.0478 -0.0719 0.1419 -0.11
C -0.34406 0.07354 -0.86956 0.2204 -0.1393 -0.4554 -0.11
H -0.17216 -0.74933 -1.56679 0.0562 0.1269 0.1505 0.13
H 0.44368 0.07096 -0.10590 0.0007 -0.0455 -0.0207 0.13
H 0.60167 1.56212 -2.10151 -0.0060 -0.0081 -0.0573 0.11
H -1.13424 1.38966 -2.36982 0.0276 0.0009 -0.0429 0.13
H -0.74738 3.49591 -1.15743 0.0424 -0.0518 0.0462 0.15
H -1.26059 0.85300 1.54371 -0.1655 -0.0324 -0.0483 0.12
H -2.78053 -2.22174 1.77689 0.0977 -0.0236 0.0592 0.12
H -4.91285 -2.64153 2.94871 -0.0023 -0.0445 0.0774 0.10
H -7.04364 -1.99098 1.88067 -0.0741 -0.0150 0.0414 0.10
H -7.03578 -0.94212 -0.34157 -0.0786 0.0285 -0.0607 0.11
H -5.90175 -0.29620 -2.32111 -0.0403 0.0414 -0.0437 0.08
H -4.25706 -0.90424 -2.57715 0.0063 0.0181 -0.0977 0.08
H -4.50727 0.67636 -1.84062 0.0134 0.0888 -0.0662 0.08
```
Forces are in eV/Å.

Calculated values
SMILES: Cc1ccccc1C(=O)N1CCC(C(=O)N[C@H](C)c2ccc(-n3ccnc3)cc2)CC1
Orbital gap in eV: 9.26
LUMO energy in eV: 0.51
Highest occupied orbital energy in eV: -8.751
Energy above the lowest of the compared OMol25 structures with the same formula, charge and spin in kcal/mol: 0.0